{"formula": "C5H10O2", "method": "ωB97M-V with the def2-TZVPD basis set", "symbols": ["C", "C", "C", "C", "C", "O", "H", "H", "H", "H", "H", "H", "H", "H", "O", "H", "H"], "positions_angstrom": [[0.38672, 2.50765, 1.29079], [0.79953, 1.28627, 0.55643], [0.16717, 0.10570, 0.47422], [0.74700, -0.95212, -0.36043], [0.10548, -2.11675, -0.50999], [0.68411, -3.24451, -1.08027], [1.22720, 3.03132, 1.72783], [-0.13900, 3.16295, 0.58361], [-0.45949, 2.14863, 1.89413], [1.56769, 1.38428, -0.21052], [-0.66071, -0.27184, 1.06915], [1.63022, -0.84609, -0.98027], [-0.82933, -2.42404, -0.04973], [1.49620, -3.43684, -0.63005], [-2.40608, 0.27464, -1.27065], [-2.30339, -0.38711, -1.93774], [-2.01334, -0.22214, -0.56650]], "max_force_ha_per_bohr": 0.036, "e_tot_ev": -9440.1956, "smiles": "C/C=C/C=C/O.O", "de_lowest_kcal_mol": 65.66, "charge": 0}


{"formula": "C5H10O2", "method": "ωB97M-V with the def2-TZVPD basis set", "symbols": ["C", "O", "C", "C", "O", "C", "C", "H", "H", "H", "H", "H", "H", "H", "H", "H", "H"], "positions_angstrom": [[-0.86162, -1.84190, 0.94312], [-0.26887, -1.30635, -0.21482], [-0.64717, -0.01680, -0.60561], [-0.88644, 1.14806, 0.38193], [-0.09103, 2.00598, -0.44382], [0.52383, 0.85476, -1.07484], [1.84692, 0.49727, -0.41743], [-0.69907, -1.19802, 1.81916], [-1.93909, -2.04309, 0.83862], [-0.35041, -2.79119, 1.11664], [-1.45703, -0.05256, -1.35064], [-0.42475, 0.99932, 1.36858], [-1.90905, 1.51843, 0.51584], [0.63545, 0.98999, -2.15646], [2.13486, -0.53571, -0.63954], [2.63736, 1.17533, -0.74994], [1.75610, 0.59649, 0.66921]], "max_force_ha_per_bohr": 0.009, "e_tot_ev": -9440.3672, "de_lowest_kcal_mol": 61.71, "charge": 0}


{"formula": "C5H10O2", "method": "ωB97M-V with the def2-TZVPD basis set", "symbols": ["O", "C", "C", "C", "C", "C", "O", "H", "H", "H", "H", "H", "H", "H", "H", "H", "H"], "positions_angstrom": [[-2.81130, 0.30350, 0.32828], [-1.59963, 0.77998, 0.87037], [-0.42259, 0.24457, 0.09744], [1.03028, 0.63807, 0.37124], [1.46029, 0.10754, -1.01345], [0.70777, -1.50030, -0.62134], [-0.47541, -1.16757, 0.05096], [-2.69891, -0.64939, 0.20387], [-1.51980, 0.53659, 1.94344], [-1.60691, 1.86910, 0.77455], [-0.38840, 0.47073, -1.00351], [1.53600, 0.10249, 1.18127], [1.11516, 1.71507, 0.56099], [2.47567, -0.16685, -1.24465], [1.25913, 0.98101, -1.69754], [1.49913, -1.76181, 0.09017], [0.46645, -2.42805, -1.19131]], "max_force_ha_per_bohr": 0.043, "e_tot_ev": -9439.1376, "smiles": "OC[C@H]1CCCO1", "de_lowest_kcal_mol": 90.06, "charge": 0}


{"formula": "C5H10O2", "method": "ωB97M-V with the def2-TZVPD basis set", "symbols": ["C", "C", "O", "C", "C", "C", "O", "H", "H", "H", "H", "H", "H", "H", "H", "H", "H"], "positions_angstrom": [[-1.65094, -0.65064, 1.21554], [-0.30112, -0.55262, 0.56241], [-0.43913, -0.76504, -0.85131], [0.68126, -0.45049, -1.42692], [1.72570, 0.15840, -0.66888], [0.43932, 0.77965, 0.75727], [-0.16783, 1.87321, 0.43734], [-2.13387, -1.58540, 0.91822], [-2.27405, 0.19753, 0.92721], [-1.52013, -0.65534, 2.30186], [0.34474, -1.38246, 0.86485], [-0.54362, 1.27354, -2.18338], [0.83764, -0.94793, -2.38356], [2.35543, -0.42752, 0.01009], [2.40145, 0.70258, -1.34899], [0.92712, 0.76699, 1.77067], [-0.71649, 1.77814, -0.90544]], "max_force_ha_per_bohr": 0.045, "e_tot_ev": -9435.7049, "de_lowest_kcal_mol": 169.22, "charge": 0}


{"formula": "C5H10O2", "method": "ωB97M-V with the def2-TZVPD basis set", "symbols": ["O", "C", "C", "C", "C", "O", "C", "H", "H", "H", "H", "H", "H", "H", "H", "H", "H"], "positions_angstrom": [[-1.34205, 2.32106, -0.10977], [-1.49224, 0.97988, -0.55747], [-0.19175, 0.22491, -0.32238], [0.20045, -0.25370, 1.07636], [1.58587, -0.86272, 0.75339], [1.64928, -1.02607, -0.67003], [0.30327, -0.97161, -1.13029], [-1.21450, 2.30706, 0.84643], [-2.38357, 0.51853, -0.10834], [-1.66786, 1.06231, -1.63535], [0.56895, 0.95961, -0.60118], [0.24643, 0.55084, 1.81763], [-0.48350, -1.02434, 1.45922], [1.73504, -1.84228, 1.21830], [2.39813, -0.20073, 1.07474], [-0.18868, -1.93045, -0.89931], [0.27673, -0.81229, -2.21194]], "max_force_ha_per_bohr": 0.008, "e_tot_ev": -9441.1096, "smiles": "OC[C@H]1CCOC1", "de_lowest_kcal_mol": 44.58, "charge": 0}


{"formula": "C5H10O2", "method": "ωB97M-V with the def2-TZVPD basis set", "symbols": ["C", "O", "C", "C", "C", "C", "O", "H", "H", "H", "H", "H", "H", "H", "H", "H", "H"], "positions_angstrom": [[-1.82813, -0.40008, 1.08629], [-0.52605, 0.12122, 0.74248], [-0.46526, 0.49891, -0.60512], [-0.37308, 1.70977, 1.54111], [0.59839, 0.22357, -1.34428], [1.77099, -0.61778, -0.92649], [2.03328, -1.62918, -1.88629], [-2.09473, -1.21750, 0.40271], [-2.55200, 0.42315, 1.03733], [-1.75796, -0.78007, 2.10721], [-1.29795, 1.13265, -0.89408], [0.71003, 1.80454, 1.30230], [-0.35728, 1.28924, 2.56892], [0.62608, 0.64230, -2.34825], [2.67996, -0.00700, -0.88376], [1.60569, -1.03815, 0.07606], [1.22800, -2.15558, -1.97614]], "max_force_ha_per_bohr": 0.009, "e_tot_ev": -9436.6162, "de_lowest_kcal_mol": 148.21, "charge": 0}


{"formula": "C5H10O2", "method": "ωB97M-V with the def2-TZVPD basis set", "symbols": ["C", "O", "C", "C", "C", "C", "O", "H", "H", "H", "H", "H", "H", "H", "H", "H", "H"], "positions_angstrom": [[0.18037, 0.51266, 2.12665], [-0.47683, -0.54192, 1.46086], [-1.21380, -0.10771, 0.32300], [-0.21947, 0.47145, -0.64832], [1.05523, -0.46244, -0.46886], [0.49076, -0.19328, -1.78198], [-0.05811, -1.26010, -2.47701], [0.50721, 1.33167, 1.46607], [1.07507, 0.11376, 2.61809], [-0.50058, 0.91718, 2.87912], [-1.70556, -0.99925, -0.07067], [-1.97562, 0.61399, 0.65330], [-0.19978, 1.56867, -0.69705], [1.99628, -0.08265, -0.09336], [0.86035, -1.48034, -0.11101], [1.07618, 0.53462, -2.34083], [-0.89169, -0.93631, -2.83799]], "max_force_ha_per_bohr": 0.019, "e_tot_ev": -9439.4911, "smiles": "COC[C@H]1C[C@H]1O", "de_lowest_kcal_mol": 81.91, "charge": 0}


{"formula": "C5H10O2", "method": "ωB97M-V with the def2-TZVPD basis set", "symbols": ["C", "C", "O", "H", "H", "C", "C", "C", "H", "H", "H", "H", "H", "H", "O", "H", "H"], "positions_angstrom": [[-2.55385, 2.83452, 0.61140], [-1.47038, 2.85151, -0.18613], [-0.54592, 3.00087, -0.97963], [-2.58313, 2.21525, 1.45002], [-3.34955, 3.53204, 0.76809], [1.12979, 0.15338, -0.14952], [-0.10576, -0.14371, -0.53261], [-0.16592, -1.21750, -1.60055], [1.32347, 0.85346, 0.52158], [1.75173, 0.00572, -0.90938], [-1.13230, -0.30634, -0.17820], [-0.88447, -1.09059, -2.39505], [-0.30774, -2.09298, -0.99961], [0.79689, -1.31276, -2.04830], [4.83234, -3.59393, 1.26775], [4.38506, -3.10580, 0.48925], [4.27550, -3.52072, 2.02428]], "max_force_ha_per_bohr": 0.117, "e_tot_ev": -9438.0259, "smiles": "C=C=O.C=CC.O", "de_lowest_kcal_mol": 115.70, "charge": 0}


{"formula": "C5H10O2", "method": "ωB97M-V with the def2-TZVPD basis set", "symbols": ["C", "O", "C", "C", "C", "O", "C", "H", "H", "H", "H", "H", "H", "H", "H", "H", "H"], "positions_angstrom": [[2.48047, -0.33371, 0.78672], [1.10321, -0.18391, 0.58324], [0.71494, -0.46172, -0.76903], [-0.73510, -0.23277, -0.82709], [-1.36627, 0.50369, 0.05031], [-1.14899, 1.34557, 1.05445], [-2.00807, -0.77961, -0.16299], [2.79295, -1.36152, 0.55632], [2.68274, -0.12096, 1.83875], [3.05127, 0.36197, 0.15408], [1.25001, 0.23270, -1.43617], [0.99018, -1.48723, -1.03899], [-0.17877, 1.29240, 1.15377], [-2.90238, -0.94375, -0.76656], [-1.94281, -1.40032, 0.73516], [-2.08495, 1.78172, -1.16715], [-2.69843, 1.78747, -0.74482]], "max_force_ha_per_bohr": 0.017, "e_tot_ev": -9436.9237, "smiles": "COCC1=C(O)C1.[H][H]", "de_lowest_kcal_mol": 141.11, "charge": 0}


{"formula": "C5H10O2", "method": "ωB97M-V with the def2-TZVPD basis set", "symbols": ["C", "O", "C", "C", "O", "C", "C", "H", "H", "H", "H", "H", "H", "H", "H", "H", "H"], "positions_angstrom": [[1.23929, 1.65269, 0.14833], [0.07675, 1.35030, -0.58050], [0.28571, -1.40891, -0.92561], [0.44940, -1.84078, 0.50579], [-0.97488, -2.16693, 0.53484], [-0.99587, -1.73744, -0.78491], [-1.12292, 1.34931, 0.15931], [1.44660, 0.95062, 0.97567], [2.09156, 1.62333, -0.54101], [1.18301, 2.66410, 0.56807], [0.91417, -0.94679, -1.67422], [0.67446, -1.06696, 1.24545], [1.04064, -2.73776, 0.69203], [-1.90996, -1.77001, -1.36430], [-1.96192, 1.29210, -0.54746], [-1.22588, 0.50829, 0.86997], [-1.21017, 2.28486, 0.71853]], "max_force_ha_per_bohr": 0.008, "e_tot_ev": -9438.9312, "de_lowest_kcal_mol": 94.82, "charge": 0}


HOMO level in eV, matching the order above: -8.45, -9.53, -9.58, -8.12, -9.73, -7.99, -9.30, -9.52, -8.57, -8.63
LUMO energy in hartree, matching the order above: 0.030, 0.036, 0.039, -0.014, 0.033, 0.026, 0.031, 0.018, 0.032, 0.037